A cluster of 8 separate species, C6H24O8 in total in a non-equilibrium geometry. Source: OMol25; level of theory: the ωB97M-V functional and the def2-TZVPD basis.

Bonds (Å) are listed after each position.
Geometry (Å):
1 C -1.78174 2.94265 1.60453  C2 1.556, H8 1.082, H9 1.096, H10 1.093
2 C -0.80189 1.77235 1.30317  C1 1.556, C3 1.539, H11 1.081, H12 1.089
3 C -1.28331 1.00723 0.05785  C2 1.539, C4 1.343, H13 1.087
4 C -2.24261 0.07866 0.19921  C3 1.343, C5 1.465, H14 1.093
5 C -2.57807 -1.13682 -0.54754  C4 1.465, C6 1.333, H15 1.080
6 C -1.76988 -1.63614 -1.48329  C5 1.333, O7 1.352, H16 1.086
7 O -2.10649 -2.77112 -2.13607  C6 1.352, H17 0.958
8 H -2.58198 2.46578 2.15446  C1 1.082
9 H -2.09484 3.39567 0.65716  C1 1.096
10 H -1.27806 3.82632 2.00435  C1 1.093
11 H -0.71486 1.09719 2.14318  C2 1.081
12 H 0.14668 2.11847 0.89627  C2 1.089
13 H -0.70482 1.21212 -0.83994  C3 1.087
14 H -2.92446 0.26116 1.03346  C4 1.093
15 H -3.50666 -1.60461 -0.25507  C5 1.080
16 H -0.95890 -0.99775 -1.82057  C6 1.086
17 H -1.35845 -3.20944 -2.54336  O7 0.958
18 O 2.29088 0.77407 2.37562  H19 0.978, H20 0.972
19 H 1.78955 1.30344 3.02697  O18 0.978
20 H 3.19195 0.72728 2.73732  O18 0.972
21 O 1.39178 0.77822 -3.30076  H22 0.977, H23 0.951
22 H 1.73860 1.38222 -3.98544  O21 0.977
23 H 0.61602 1.15998 -2.90445  O21 0.951
24 O -0.19960 2.66207 -2.26685  H25 0.967, H26 0.952
25 H -1.07590 2.95127 -1.97814  O24 0.967
26 H 0.43223 3.29295 -1.93653  O24 0.952
27 O 0.34475 -2.85992 0.40286  H28 0.983, H29 0.968
28 H 0.57989 -2.52757 -0.49205  O27 0.983
29 H 0.01228 -3.71067 0.08345  O27 0.968
30 O 1.47355 -2.21190 -1.92036  H31 0.972, H32 0.971
31 H 1.49656 -1.34584 -2.36205  O30 0.972
32 H 2.39481 -2.47896 -1.76680  O30 0.971
33 O 3.30375 -1.56782 0.58916  H34 0.970, H35 0.974
34 H 2.90617 -0.74520 0.26321  O33 0.970
35 H 2.74492 -1.93534 1.29670  O33 0.974
36 O 1.16041 -1.49044 3.57492  H37 0.951, H38 0.965
37 H 0.30363 -1.82125 3.32642  O36 0.951
38 H 1.64411 -1.15828 2.80898  O36 0.965

The SMILES is CC/C=C/C=C/O.O.O.O.O.O.O.O. As for the frontier orbital gap: 0.2869 Eh. The relative energy (zero: lowest compared OMol25 entry of this formula, charge and spin) comes out at 3.050 eV. Its maximum force is 2.58 eV/A. Its total energy is -22989.3876 eV. The HOMO energy is -7.6 eV.

These are the natural (NBO) partial charges, in e, on atoms 1 to 5: -0.6134 -0.4370 -0.2149 -0.1985 -0.3257


A cluster of 7 separate species, C6H25BrNO6 in total in a non-equilibrium geometry. Source: OMol25; level of theory: the ωB97M-V functional and the def2-TZVPD basis.

Bonds (Å) are listed after each position.
Geometry (Å):
1 Br 2.32738 -0.28054 2.30398  no bonds
2 C 5.72553 -1.95199 -4.68496  C3 1.542, H5 1.090, H6 1.090, H7 1.090
3 C 5.19763 -2.01075 -3.23760  C2 1.542, O4 1.411, H8 1.090, H9 1.090
4 O 3.81130 -1.75382 -3.17661  C3 1.411, H10 0.960
5 H 5.25956 -2.75516 -5.25583  C2 1.090
6 H 6.78698 -2.18889 -4.61208  C2 1.090
7 H 5.66532 -1.02162 -5.24967  C2 1.090
8 H 5.84715 -1.38492 -2.62559  C3 1.090
9 H 5.36459 -3.00654 -2.82695  C3 1.090
10 H 3.62213 -1.44728 -2.28675  O4 0.960
11 C -4.59406 1.32988 1.25650  C12 1.499, H17 1.090, H18 1.090, H19 1.090
12 C -4.36324 0.90335 -0.16198  C11 1.499, C13 1.572, N16 1.445, H20 1.090
13 C -5.68887 0.87464 -1.00635  C12 1.572, O14 1.467, H21 1.090, H22 1.090
14 O -5.39766 0.14573 -2.24565  C13 1.467, C15 1.455
15 C -6.51864 0.23495 -3.16951  O14 1.455, H23 1.090, H24 1.090, H25 1.090
16 N -3.35995 1.70878 -0.81968  C12 1.445, H26 1.010, H27 1.010
17 H -3.63757 1.32884 1.77922  C11 1.090
18 H -5.32216 0.69647 1.76321  C11 1.090
19 H -4.95008 2.35020 1.39897  C11 1.090
20 H -3.99161 -0.12130 -0.17062  C12 1.090
21 H -5.92184 1.91874 -1.21537  C13 1.090
22 H -6.55771 0.49615 -0.46787  C13 1.090
23 H -6.62717 1.27514 -3.47664  C15 1.090
24 H -7.42711 -0.04208 -2.63470  C15 1.090
25 H -6.45475 -0.35436 -4.08423  C15 1.090
26 H -3.28937 1.48548 -1.80215  N16 1.010
27 H -2.48745 1.37266 -0.43778  N16 1.010
28 O 5.54789 3.13688 -0.41089  H29 0.957, H30 0.957
29 H 5.00507 3.80361 -0.83166  O28 0.957
30 H 4.92206 2.49725 -0.07111  O28 0.957
31 O -1.60316 -1.94390 4.68623  H32 0.957, H33 0.957
32 H -0.98868 -1.43660 4.15587  O31 0.957
33 H -2.05250 -2.50926 4.05798  O31 0.957
34 O 3.48646 -2.49703 6.84775  H35 0.957, H36 0.957
35 H 2.67481 -2.93343 7.10661  O34 0.957
36 H 3.43936 -2.44944 5.89289  O34 0.957
37 O 5.76772 2.00192 5.48069  H38 0.957, H39 0.957
38 H 5.12531 1.58786 4.90441  O37 0.957
39 H 5.65734 2.94041 5.32804  O37 0.957

Its total charge is -1. As for the frontier orbital gap: 0.2439 Eh. The relative energy (zero: lowest compared OMol25 entry of this formula, charge and spin) comes out at 1.729 eV. Its maximum force is 2.30 eV/A. Its total energy is -90446.4532 eV. The HOMO energy is -4.2 eV.

These are the natural (NBO) partial charges, in e, on atoms 1 to 5: -0.9989 -0.6238 -0.0589 -0.7252 0.2017


A cluster of 7 separate species, C6H25NO7 in total in a non-equilibrium geometry. Source: OMol25; level of theory: the ωB97M-V functional and the def2-TZVPD basis.

Bonds (Å) are listed after each position.
Geometry (Å):
1 N -0.38232 0.04439 3.11185  C2 1.398, H9 1.007, H10 1.011
2 C -0.00833 -0.44369 1.85643  N1 1.398, C3 1.330, H11 1.077
3 C -0.64634 -0.11834 0.73616  C2 1.330, C4 1.550, H12 1.087
4 C -0.43053 -0.76225 -0.65754  C3 1.550, C5 1.516, H13 1.086, H14 1.079
5 C -0.65151 -2.26121 -0.62382  C4 1.516, C6 1.526, H15 1.101, H16 1.104
6 C 0.57618 -3.06626 -0.20737  C5 1.526, C7 1.524, H17 1.082, H18 1.099
7 C 1.92154 -2.54970 -0.70392  C6 1.524, O8 1.444, H19 1.087, H20 1.083
8 O 2.04232 -2.40788 -2.13576  C7 1.444, H21 0.965
9 H -0.73282 0.98697 3.16789  N1 1.007
10 H 0.26201 -0.20586 3.84953  N1 1.011
11 H 0.74299 -1.21546 1.87943  C2 1.077
12 H -1.33703 0.71923 0.67477  C3 1.087
13 H -1.21727 -0.25285 -1.20676  C4 1.086
14 H 0.54765 -0.55286 -1.06322  C4 1.079
15 H -1.51742 -2.57115 -0.01817  C5 1.101
16 H -1.13062 -2.72751 -1.50212  C5 1.104
17 H 0.40261 -4.12919 -0.31324  C6 1.082
18 H 0.76872 -3.05580 0.87441  C6 1.099
19 H 2.68033 -3.24537 -0.35393  C7 1.087
20 H 2.06178 -1.54500 -0.32356  C7 1.083
21 H 1.18726 -2.66907 -2.49851  O8 0.965
22 O -0.36106 3.59884 1.58212  H23 0.969, H24 0.969
23 H -1.28382 3.68079 1.29911  O22 0.969
24 H 0.05900 3.63710 0.71029  O22 0.969
25 O 2.41996 1.15771 -0.13677  H26 0.967, H27 0.964
26 H 1.91634 1.97668 -0.02919  O25 0.967
27 H 2.15837 0.61965 0.61927  O25 0.964
28 O -2.98629 3.52440 -0.44526  H29 0.962, H30 0.957
29 H -2.15871 3.59385 -0.93147  O28 0.962
30 H -3.22670 2.62477 -0.22548  O28 0.957
31 O -3.38824 -2.18323 2.18071  H32 0.971, H33 0.970
32 H -2.74995 -1.47224 2.35295  O31 0.971
33 H -3.94369 -1.72872 1.52828  O31 0.970
34 O 0.35685 2.49414 -1.24592  H35 0.956, H36 0.964
35 H 0.75708 1.68304 -1.55608  O34 0.956
36 H 0.46032 3.09665 -1.99114  O34 0.964
37 O 1.77692 0.79170 -2.80930  H38 0.974, H39 0.975
38 H 2.12136 -0.11862 -2.76784  O37 0.974
39 H 2.46309 1.13462 -2.20802  O37 0.975

The SMILES is N/C=C/CCCCO.O.O.O.O.O.O. As for the frontier orbital gap: 0.3183 Eh. The relative energy (zero: lowest compared OMol25 entry of this formula, charge and spin) comes out at 2.786 eV. Its maximum force is 1.89 eV/A. Its total energy is -22449.2176 eV. The HOMO energy is -8.4 eV.

These are the natural (NBO) partial charges, in e, on atoms 1 to 5: -0.8343 -0.0203 -0.2883 -0.4542 -0.4381